The following is a DFT calculation (wB97M-V/def2-TZVPD) of a molecular structure, C10H30O9PRb.

```
51
C10H30O9PRb, DFT wB97M-V/def2-TZVPD
Rb -0.4315 -0.1074 0.3197
P -1.1794 2.4146 -1.6116
O -0.4678 1.0980 -2.3066
O -0.7953 2.6207 -0.0927
O -2.7141 2.3529 -1.6672
O -0.5525 3.5717 -2.4512
C -1.0343 -2.8533 -3.8716
C -1.9678 -1.9449 -3.1182
O -1.3128 -1.6053 -1.9598
H -0.9995 -3.7765 -3.2931
H -0.0765 -2.3918 -4.1120
H -1.5432 -3.0620 -4.8126
H -2.8533 -2.4786 -2.7731
H -2.1350 -1.1120 -3.8013
H -0.9942 -0.7143 -2.1220
C 0.0063 2.2526 4.3686
C 0.2119 3.1042 3.1725
O 0.4540 2.2316 2.1712
H -0.4397 2.9233 5.1029
H 0.9773 1.9465 4.7580
H -0.4813 1.3080 4.1276
H 1.0079 3.7879 3.4674
H -0.6376 3.6996 2.8379
H 0.1081 2.4423 1.3009
C 3.9785 -1.3059 3.3082
C 3.5858 -0.4610 2.1532
O 2.6638 -0.9624 1.3132
H 4.4108 -2.2133 2.8864
H 3.0800 -1.5846 3.8587
H 4.7165 -0.7925 3.9246
H 4.4086 -0.3027 1.4560
H 3.2319 0.5084 2.5043
H 2.5089 -0.2923 0.6435
C -5.0605 -0.8637 1.1885
C -4.2131 -0.4269 0.0149
O -4.4160 1.0116 -0.0742
H -6.1283 -0.6977 1.0460
H -4.7590 -0.3099 2.0775
H -4.9598 -1.9483 1.2289
H -4.4913 -0.8248 -0.9610
H -3.1608 -0.6560 0.1832
H -3.7977 1.2622 -0.7645
C 3.8997 -0.9253 -2.0007
C 2.5215 -0.4234 -2.5309
O 1.7663 0.1361 -1.4411
H 3.6460 -1.7615 -1.3492
H 4.4858 -0.1948 -1.4432
H 4.5265 -1.3463 -2.7869
H 1.9354 -1.2172 -2.9939
H 2.5051 0.4251 -3.2150
H 0.9654 0.4595 -1.8602
```

Results
2S+1   2
Calculated total energy   -39230.722 eV
LUMO (spin up / spin down)   2.103 / 1.374 eV
Charge   -1
Max |F|   0.07501 hartree/bohr
Frontier orbital gap (spin up / spin down)   0.28086 / 0.24368 Eh